Entry 1:
A structure of composition C9H16NO4S at a distorted geometry, computed with ωB97M-V with the def2-TZVPD basis set.

```
31
C9H16NO4S, DFT ωB97M-V with the def2-TZVPD basis set
C 4.332 -0.491 -0.443
C 4.950 0.016 0.576
C -0.297 -0.866 -0.601
C 3.457 -1.725 -0.363
C -2.823 0.843 -0.916
C -4.158 -1.021 0.174
C -2.403 0.230 1.507
C 1.829 2.227 0.335
C -2.719 -0.303 0.041
N 0.113 0.385 -0.218
O 4.887 0.154 1.759
O 0.307 -1.818 -0.980
O 1.816 1.033 -2.011
O -1.669 -1.102 -0.364
S 1.677 0.526 -0.617
H 4.366 0.068 -1.383
H 2.478 -1.484 -0.202
H 3.613 -2.589 -1.046
H 3.678 -2.264 0.624
H -2.970 1.768 -0.338
H -1.882 0.903 -1.449
H -3.626 0.743 -1.598
H -4.264 -1.526 1.078
H -4.330 -1.756 -0.601
H -4.982 -0.316 0.253
H -1.346 0.638 1.321
H -3.100 1.044 1.688
H -2.518 -0.603 2.213
H 1.973 1.936 1.404
H 2.730 2.715 -0.080
H 0.882 2.636 0.239
```

Properties
LUMO level, eV: 2.8121
Energy relative to the best compared isomer or geometry (same formula, charge and spin), kJ/mol: 90.22
Highest occupied orbital energy, eV: -4.3
Maximum force, eV/A: 5.4
Net charge: -1

Mulliken atomic charge list, values in e, 4 entries:
1 C -0.350
2 C 0.443
3 C 0.421
4 C -0.556



Entry 2:
A cluster of 3 separate species, C10H9ClF16NO2 in total, computed with ωB97M-V with the def2-TZVPD basis set.

```
39
C10H9ClF16NO2, DFT ωB97M-V with the def2-TZVPD basis set
N -0.874 5.925 -3.239
Cl 0.095 6.894 -2.086
H -0.975 5.058 -2.702
C -0.776 -0.549 -2.843
C -1.102 0.542 -1.817
C -1.710 1.847 -2.336
F -0.850 2.466 -3.154
F -1.976 2.633 -1.271
F -0.028 0.796 -1.046
F -2.072 -0.007 -1.009
O 0.574 -0.658 -3.236
C 1.069 0.005 -4.322
C 2.252 0.903 -3.935
F 1.858 1.838 -3.059
F 2.718 1.505 -5.054
F 0.125 0.686 -4.989
F 1.568 -0.935 -5.174
H -0.983 -1.484 -2.325
H -1.447 -0.493 -3.701
H -2.645 1.646 -2.869
H 3.044 0.294 -3.493
C 1.448 -1.146 3.633
C 0.765 -1.121 5.006
C 0.291 -2.460 5.578
F -0.671 -3.001 4.805
F -0.224 -2.244 6.810
F -0.244 -0.231 5.023
F 1.724 -0.697 5.888
O 0.661 -0.781 2.524
C -0.043 -1.696 1.797
C -1.530 -1.330 1.736
F -2.055 -1.339 2.980
F -2.167 -2.273 0.999
F 0.129 -2.958 2.251
F 0.419 -1.666 0.525
H 2.208 -0.368 3.692
H 1.964 -2.093 3.471
H 1.127 -3.158 5.664
H -1.669 -0.349 1.282
```

Properties
LUMO level, eV: 1.9652
Highest occupied orbital energy, eV: -1.4
Maximum force, eV/A: 0.6
Net charge: -1

Mulliken atomic charge list, values in e, 4 entries:
1 N -0.654
2 Cl -0.412
3 H 0.091
4 C -0.899



Entry 3:
A structure of composition C25H41Cl3MnN3O3SSi at a distorted geometry, computed with ωB97M-V with the def2-TZVPD basis set.

```
78
C25H41Cl3MnN3O3SSi, DFT ωB97M-V with the def2-TZVPD basis set
C 2.428 -2.092 -1.745
C 2.131 -1.389 -3.017
H 1.572 -2.012 -1.090
H 3.346 -1.662 -1.300
H 2.544 -3.163 -1.984
C 1.917 -2.094 -4.152
C 1.953 -3.583 -4.315
H 1.897 -1.566 -5.112
H 1.045 -4.096 -3.968
H 2.825 -4.097 -3.909
H 2.014 -3.738 -5.391
Mn 3.465 2.201 -1.439
Cl 4.061 4.352 -1.424
Cl 5.199 0.765 -0.792
C 1.252 3.444 0.936
O 1.330 2.461 0.176
N 0.134 3.917 1.516
C -1.061 3.168 1.856
C 0.233 5.267 1.988
H 2.132 4.035 1.249
H -0.770 2.264 2.416
H -1.600 2.965 0.921
H -1.674 3.818 2.494
H 0.985 5.369 2.768
H -0.715 5.580 2.384
H 0.488 5.942 1.176
H -0.941 -3.500 3.546
H -1.666 -3.609 0.487
C -1.927 -3.967 3.479
C -2.462 -4.116 1.055
N -2.696 -3.496 2.344
H -2.475 -3.769 4.400
C -3.633 -2.520 2.452
O -4.301 -2.101 1.502
H -3.410 -4.119 0.514
H -3.738 -2.151 3.503
H -1.781 -5.035 3.358
H -2.181 -5.150 1.237
O 2.515 0.843 -2.028
C 2.452 0.116 -3.192
C 0.321 0.305 -4.771
C 1.454 0.850 -4.121
H 0.006 -0.730 -4.569
C -0.360 1.088 -5.722
H 3.464 0.095 -3.651
C 1.702 2.212 -4.211
H -1.204 0.652 -6.261
C 0.011 2.419 -5.902
C 1.014 3.000 -5.118
H 2.444 2.687 -3.563
H -0.514 3.043 -6.632
H 1.240 4.060 -5.174
Si -1.790 -0.360 -0.661
Cl -0.280 -1.288 0.255
C -1.807 -1.437 -2.284
C -1.198 1.249 -1.556
C -2.554 0.320 0.837
H -2.193 -0.704 -3.037
H -2.530 -2.266 -2.114
H -0.792 -1.817 -2.611
H -3.415 -0.335 0.824
H -2.920 1.348 0.756
H -1.889 0.125 1.692
H -0.961 1.050 -2.605
H -0.421 1.872 -1.061
H -2.200 1.701 -1.503
S 1.382 1.607 3.621
C 0.767 0.666 4.859
N 0.322 -0.620 4.568
C -0.075 -1.530 5.518
C -0.029 -1.156 6.856
C 0.367 0.143 7.205
C 0.701 1.051 6.214
H 0.389 -0.906 3.583
H -0.361 -2.523 5.145
H -0.307 -1.887 7.613
H 0.395 0.452 8.244
H 0.935 2.084 6.438
```

Properties
LUMO level (alpha / beta), eV: 1.5147 / 1.5147
Energy relative to the best compared isomer or geometry (same formula, charge and spin), kJ/mol: 0.00
2S+1: 6
<S²>: 8.76
Highest occupied orbital energy (alpha / beta), eV: -3.7 / -4.9
Maximum force, eV/A: 5.4
Net charge: -1

Mulliken atomic charge list, values in e, 4 entries:
1 C -0.605
2 C 0.801
3 H -0.374
4 H 0.194



Entry 4:
A cluster of 2 separate species, CH4N2O2 in total at a distorted geometry, computed with ωB97M-V with the def2-TZVPD basis set.

```
9
CH4N2O2, DFT ωB97M-V with the def2-TZVPD basis set
C -0.334 0.811 0.906
N 1.435 -1.454 -0.276
N -0.674 -0.332 0.133
O -0.670 -0.074 -1.160
O 1.360 -1.340 -1.445
H -0.295 1.636 0.258
H 0.727 0.727 1.455
H -1.165 0.894 1.772
H -0.385 -0.869 -1.642
```

Properties
LUMO level (alpha / beta), eV: -0.1247 / -0.6443
Energy relative to the best compared isomer or geometry (same formula, charge and spin), kJ/mol: 175.68
2S+1: 3
<S²>: 2.01
Highest occupied orbital energy (alpha / beta), eV: -8.7 / -10.1
Maximum force, eV/A: 3.2

Mulliken atomic charge list, values in e, 4 entries:
1 C -0.569
2 N 0.179
3 N -0.249
4 O -0.311



Entry 5:
A structure of composition C17H32Cl2O2P2Sr at a distorted geometry, computed with ωB97M-V with the def2-TZVPD basis set.

```
56
C17H32Cl2O2P2Sr, DFT ωB97M-V with the def2-TZVPD basis set
P -0.069 2.805 0.838
P -2.112 -0.292 -1.003
C -1.056 2.346 -0.571
C -2.277 1.444 -0.269
H -0.303 1.719 -1.512
H -1.322 3.234 -1.169
H -2.567 1.403 0.813
H -3.161 1.914 -0.739
C -3.171 -0.081 -2.512
H -3.211 -1.022 -3.091
H -2.768 0.705 -3.183
H -4.199 0.219 -2.218
C -2.740 -1.591 0.063
H -3.845 -1.705 -0.014
H -2.568 -1.433 1.153
H -2.334 -2.589 -0.207
C 0.777 4.390 0.387
H 1.655 4.572 1.032
H 0.112 5.267 0.528
H 1.162 4.415 -0.661
C -0.837 3.443 2.384
H -1.834 3.015 2.571
H -0.979 4.549 2.367
H -0.228 3.247 3.287
Sr -0.266 -2.995 2.474
C -0.386 -0.411 -1.688
C -0.029 0.870 -2.376
C 1.401 1.026 -2.824
C 2.491 1.173 -1.705
C 2.230 1.875 -0.451
C 1.270 1.536 0.616
C 0.469 0.114 0.717
C 0.481 -0.855 -0.473
C 2.166 -1.902 2.708
H -0.328 -1.261 -2.392
H -0.683 1.036 -3.259
H 1.426 1.944 -3.429
H 1.646 0.206 -3.523
H 2.953 0.157 -1.539
H 3.300 1.712 -2.272
H 3.016 2.641 -0.228
H 1.851 1.621 1.544
H -0.580 0.334 0.970
H 0.890 -0.405 1.593
H 1.514 -1.087 -0.754
H 0.124 -1.887 -0.196
H 2.357 -2.463 3.635
H 2.644 -0.900 2.787
H 2.610 -2.442 1.858
Cl 2.079 -5.071 2.946
C 0.859 -6.018 1.913
Cl -0.800 -5.963 2.726
C 0.705 -5.353 0.498
O 1.090 -5.992 -0.476
O 0.166 -4.161 0.509
H 1.212 -7.054 1.817
```

Properties
LUMO level (alpha / beta), eV: -1.3089 / -1.3094
Energy relative to the best compared isomer or geometry (same formula, charge and spin), kJ/mol: 0.00
Highest occupied orbital energy (alpha / beta), eV: -4.2 / -4.2
Maximum force, eV/A: 4.7

Mulliken atomic charge list, values in e, 4 entries:
1 P 0.891
2 P 1.174
3 C -0.334
4 C -1.309



Entry 6:
A structure of composition C25H19Cl2EuF5N4O2 at a distorted geometry, computed with ωB97M-V with the def2-TZVPD basis set.

```
58
C25H19Cl2EuF5N4O2, DFT ωB97M-V with the def2-TZVPD basis set
Eu 0.863 0.723 -0.036
C 1.360 -2.158 -3.903
C 1.748 -3.375 -3.370
C 1.687 -3.556 -1.999
C 1.261 -2.505 -1.195
N 0.898 -1.329 -1.712
C 0.936 -1.172 -3.026
C 1.114 -2.638 0.279
C 1.564 -3.753 0.983
C 1.308 -3.834 2.340
C 0.548 -2.850 2.949
C 0.110 -1.780 2.176
N 0.453 -1.653 0.892
C -0.843 -0.759 2.685
C -1.650 -1.017 3.788
C -2.571 -0.064 4.187
C -2.684 1.102 3.449
C -1.850 1.268 2.354
N -0.933 0.380 1.988
H 1.380 -1.974 -4.968
H 2.078 -4.179 -4.014
H 1.959 -4.514 -1.580
H 0.587 -0.212 -3.393
H 2.110 -4.539 0.485
H 1.677 -4.674 2.913
H 0.316 -2.914 4.002
H -1.588 -1.961 4.310
H -3.203 -0.238 5.048
H -3.408 1.862 3.708
H -1.929 2.154 1.736
N 1.506 2.406 -2.288
C 2.914 2.864 -2.316
C 3.837 1.719 -1.897
C 3.212 1.102 -0.657
O 2.989 -0.130 -0.597
O 2.762 1.892 0.216
H 1.307 1.904 -3.146
H 0.902 3.218 -2.291
H 3.007 3.671 -1.593
H 3.209 3.248 -3.298
H 4.837 2.097 -1.679
H 3.915 0.954 -2.672
Cl 0.736 3.143 1.806
C 1.910 2.493 2.959
Cl 2.020 0.733 2.772
H 1.584 2.721 3.965
H 2.880 2.916 2.727
F -1.946 -1.080 -1.568
C -2.192 0.255 -1.688
C -1.282 1.161 -1.165
C -1.705 2.469 -1.294
F -0.882 3.441 -0.752
C -2.875 2.896 -1.891
F -3.208 4.198 -1.972
C -3.725 1.935 -2.412
F -4.876 2.300 -2.995
C -3.382 0.597 -2.309
F -4.219 -0.336 -2.798
```

Properties
LUMO level (alpha / beta), eV: -0.2262 / -0.2260
Energy relative to the best compared isomer or geometry (same formula, charge and spin), kJ/mol: 0.00
2S+1: 8
<S²>: 15.76
Highest occupied orbital energy (alpha / beta), eV: -5.5 / -8.1
Maximum force, eV/A: 2.5

Mulliken atomic charge list, values in e, 4 entries:
1 Eu 0.559
2 C -1.202
3 C -0.538
4 C -1.054